Density functional theory data (ωB97M-V/def2-TZVPD) for a 2-piece molecular cluster, C5H13NS overall in a non-equilibrium geometry.

Last columns: bonded neighbours and bond lengths (Å).
Positions of all 20 atoms, in Å:
1 C 2.439 1.234 -0.572  C2 1.522, H5 1.095, H6 1.091, H7 1.088
2 C 2.506 -0.239 -0.195  C1 1.522, C3 1.536, H8 1.095, H9 1.089
3 C 1.109 -0.864 -0.052  C2 1.536, S4 1.831, H10 1.093, H11 1.105
4 S 0.338 -0.524 1.574  C3 1.831
5 H 1.826 1.396 -1.465  C1 1.095
6 H 3.422 1.659 -0.779  C1 1.091
7 H 1.984 1.836 0.212  C1 1.088
8 H 3.125 -0.775 -0.921  C2 1.095
9 H 2.996 -0.347 0.771  C2 1.089
10 H 1.214 -1.945 -0.166  C3 1.093
11 H 0.441 -0.536 -0.868  C3 1.105
12 C -2.696 -0.977 0.958  N14 1.478, H15 1.089, H16 1.081, H17 1.085
13 C -1.754 0.920 -0.339  N14 1.282, H18 1.100, H19 1.088
14 N -2.673 0.061 -0.094  C12 1.478, C13 1.282, H20 1.010
15 H -3.708 -1.370 1.046  C12 1.089
16 H -2.345 -0.502 1.863  C12 1.081
17 H -2.001 -1.768 0.699  C12 1.085
18 H -0.725 0.897 0.047  C13 1.100
19 H -2.015 1.724 -1.024  C13 1.088
20 H -3.483 0.121 -0.694  N14 1.010

Summary:
ΔE to the lowest compared entry with this formula, charge and spin ... 69.2 kcal/mol
Spin multiplicity ... 1
HOMO level ... -6.4 eV
Maximum force ... 1.0 eV/A
LUMO ... -0.9 eV
Net charge ... 0


Density functional theory data (ωB97M-V/def2-TZVPD) for one molecule with the formula C5H8N2.

Last columns: bonded neighbours and bond lengths (Å).
Positions of all 15 atoms, in Å:
1 C -1.365 0.885 -2.091  C2 1.504, H8 1.097, H9 1.097, H10 1.096
2 C -0.740 0.293 -0.857  C1 1.504, C3 1.375, N7 1.378
3 C 0.563 0.015 -0.519  C2 1.375, N4 1.383, H11 1.082
4 N 0.536 -0.409 0.797  C3 1.383, C5 1.451, C6 1.357
5 C 1.656 -0.702 1.673  N4 1.451, H12 1.095, H13 1.094, H14 1.094
6 C -0.766 -0.373 1.176  N4 1.357, N7 1.307, H15 1.084
7 N -1.559 0.032 0.220  C2 1.378, C6 1.307
8 H -1.847 0.131 -2.726  C1 1.097
9 H -2.151 1.565 -1.742  C1 1.097
10 H -0.650 1.438 -2.711  C1 1.096
11 H 1.497 0.043 -1.063  C3 1.082
12 H 2.391 0.108 1.662  C5 1.095
13 H 1.276 -0.796 2.695  C5 1.094
14 H 2.155 -1.638 1.405  C5 1.094
15 H -1.061 -0.604 2.194  C6 1.084

Summary:
ΔE to the lowest compared entry with this formula, charge and spin ... 2.5 kcal/mol
Spin multiplicity ... 1
HOMO level ... -8.5 eV
Maximum force ... 0.3 eV/A
LUMO ... 0.9 eV
Net charge ... 0